Entry 1
Formula: C46H122N6O18
Source: the OMol25 dataset
Level of theory: ωB97M-V/def2-TZVPD

The HOMO energy comes out at -8.36 eV. As for the SMILES: COCCNCCOC.COCCNCCOC.COCCNCCOC.COCCNCCOC.COCCNCCOC.COCCNCCOC.CCO.CCO.CCO.CCO.CO.CO. The value obtained for the molar mass is 1047.51 g mol⁻¹.

Element x y z (Å)
1 C -3.467 -0.850 -7.415
2 O -3.785 0.410 -6.893
3 C -5.119 0.660 -6.608
4 C -5.909 -0.498 -5.960
5 N -5.342 -0.746 -4.719
6 C -5.829 -1.926 -4.027
7 C -4.883 -2.313 -2.806
8 O -5.479 -1.942 -1.557
9 C -4.871 -2.500 -0.416
10 H -4.072 -1.727 -7.184
11 H -2.439 -1.012 -7.090
12 H -3.559 -0.594 -8.471
13 H -5.622 0.950 -7.531
14 H -5.028 1.557 -5.996
15 H -5.972 -1.369 -6.613
16 H -6.926 -0.131 -5.824
17 H -4.343 -0.596 -4.734
18 H -5.875 -2.714 -4.778
19 H -6.796 -1.728 -3.564
20 H -3.849 -1.976 -2.877
21 H -4.869 -3.403 -2.828
22 H -4.914 -3.583 -0.301
23 H -5.394 -2.128 0.465
24 H -3.826 -2.212 -0.301
25 C 2.389 4.548 6.766
26 O 2.807 4.827 5.402
27 C 2.431 6.148 4.897
28 C 3.234 7.387 5.531
29 N 2.658 7.894 6.707
30 C 1.734 9.092 6.510
31 C 2.516 10.341 6.301
32 O 2.982 10.868 7.536
33 C 2.161 11.867 8.186
34 H 1.399 4.885 7.072
35 H 3.132 4.894 7.485
36 H 2.432 3.469 6.913
37 H 1.365 6.377 4.892
38 H 2.728 6.046 3.853
39 H 3.181 8.173 4.778
40 H 4.296 7.309 5.761
41 H 2.144 7.079 7.012
42 H 1.117 9.031 7.407
43 H 1.135 8.871 5.626
44 H 1.878 11.070 5.801
45 H 3.373 10.275 5.632
46 H 1.221 11.414 8.502
47 H 1.885 12.678 7.513
48 H 2.490 12.277 9.141
49 C -0.392 -2.494 -2.515
50 O -0.588 -1.938 -1.202
51 C 0.579 -1.465 -0.544
52 C 0.274 -0.797 0.817
53 N 0.150 -1.741 1.875
54 C -0.451 -1.110 3.102
55 C 0.377 -0.057 3.793
56 O 0.735 1.202 3.133
57 C 1.632 1.990 3.908
58 H 0.311 -3.326 -2.508
59 H -0.119 -1.642 -3.138
60 H -1.317 -2.937 -2.885
61 H 1.008 -0.736 -1.231
62 H 1.464 -2.077 -0.370
63 H -0.697 -0.387 0.540
64 H 1.057 -0.060 0.995
65 H -0.497 -2.464 1.595
66 H -0.666 -1.911 3.809
67 H -1.364 -0.551 2.895
68 H 1.242 -0.622 4.142
69 H -0.078 0.092 4.772
70 H 1.789 2.841 3.245
71 H 2.655 1.613 3.916
72 H 1.315 2.146 4.939
73 C -2.154 -5.803 -3.676
74 O -2.739 -6.351 -2.561
75 C -3.984 -6.997 -2.769
76 C -5.150 -6.076 -3.173
77 N -6.343 -6.862 -3.586
78 C -6.314 -7.498 -4.906
79 C -6.632 -6.597 -6.116
80 O -5.560 -5.616 -6.272
81 C -5.772 -4.532 -7.274
82 H -2.587 -4.832 -3.919
83 H -2.170 -6.505 -4.509
84 H -1.113 -5.501 -3.563
85 H -4.186 -7.486 -1.816
86 H -3.821 -7.805 -3.482
87 H -4.867 -5.491 -4.048
88 H -5.464 -5.373 -2.401
89 H -7.261 -6.659 -3.216
90 H -6.959 -8.375 -4.957
91 H -5.337 -7.963 -5.040
92 H -7.620 -6.155 -5.987
93 H -6.816 -7.133 -7.047
94 H -5.014 -3.754 -7.367
95 H -6.644 -3.924 -7.032
96 H -6.069 -4.904 -8.254
97 C 3.612 -1.961 -2.486
98 O 3.129 -0.998 -3.413
99 C 2.926 -1.483 -4.738
100 C 2.382 -0.349 -5.615
101 N 0.996 0.005 -5.377
102 C 0.710 1.149 -6.267
103 C -0.595 1.701 -5.902
104 O -0.725 2.220 -4.628
105 C -1.975 2.858 -4.498
106 H 2.967 -2.810 -2.261
107 H 3.758 -1.348 -1.596
108 H 4.617 -2.340 -2.674
109 H 2.414 -2.445 -4.758
110 H 3.943 -1.732 -5.041
111 H 2.609 -0.523 -6.667
112 H 3.005 0.522 -5.410
113 H 0.878 0.413 -4.461
114 H 0.681 0.890 -7.326
115 H 1.487 1.913 -6.272
116 H -1.396 0.965 -5.972
117 H -0.924 2.464 -6.606
118 H -2.120 3.851 -4.923
119 H -2.070 3.118 -3.444
120 H -2.841 2.223 -4.683
121 C 8.831 -0.907 4.072
122 O 8.451 -2.251 4.431
123 C 7.598 -2.376 5.496
124 C 6.224 -1.864 5.079
125 N 5.173 -2.042 6.053
126 C 3.871 -1.786 5.380
127 C 2.728 -1.620 6.468
128 O 2.961 -0.446 7.304
129 C 2.083 -0.382 8.409
130 H 8.689 -0.106 4.799
131 H 8.239 -0.637 3.198
132 H 9.886 -0.836 3.811
133 H 7.990 -1.961 6.425
134 H 7.531 -3.449 5.675
135 H 5.948 -2.233 4.091
136 H 6.472 -0.853 4.756
137 H 5.361 -1.211 6.597
138 H 3.498 -2.629 4.799
139 H 3.856 -0.855 4.814
140 H 2.606 -2.531 7.054
141 H 1.769 -1.518 5.962
142 H 2.275 -1.052 9.246
143 H 1.117 -0.780 8.099
144 H 1.902 0.639 8.747
145 C 0.295 -4.369 -7.316
146 C 0.010 -2.884 -7.233
147 O -0.372 -2.619 -5.912
148 H 0.776 -4.682 -8.242
149 H -0.637 -4.930 -7.233
150 H 1.012 -4.721 -6.574
151 H -0.768 -2.630 -7.953
152 H 0.777 -2.148 -7.473
153 H 0.022 -1.789 -5.634
154 C -3.748 2.807 1.976
155 C -2.493 2.378 2.678
156 O -1.428 2.422 1.768
157 H -3.568 3.846 1.700
158 H -4.639 2.994 2.576
159 H -4.013 2.234 1.087
160 H -2.614 1.428 3.198
161 H -2.141 3.103 3.412
162 H -0.659 2.388 2.342
163 C 1.844 -5.569 -1.119
164 C 2.377 -6.146 -2.408
165 O 3.733 -5.686 -2.666
166 H 0.911 -6.081 -0.883
167 H 1.688 -4.493 -1.180
168 H 2.576 -5.863 -0.366
169 H 1.711 -5.908 -3.238
170 H 2.414 -7.230 -2.296
171 H 3.921 -6.042 -3.537
172 C -1.233 4.045 6.224
173 C -1.922 5.342 5.834
174 O -1.062 6.449 5.936
175 H -0.604 3.735 5.389
176 H -2.038 3.316 6.317
177 H -0.766 4.018 7.208
178 H -2.659 5.460 6.628
179 H -2.428 5.258 4.872
180 H -1.623 7.202 5.737
181 C 2.661 5.088 1.269
182 O 2.068 6.342 0.993
183 H 2.171 4.696 2.160
184 H 2.542 4.551 0.328
185 H 3.657 5.357 1.621
186 H 2.368 7.008 1.616
187 C 3.513 1.146 0.722
188 O 4.764 0.951 1.402
189 H 2.734 1.370 1.451
190 H 3.741 2.109 0.265
191 H 3.333 0.299 0.059
192 H 4.901 0.001 1.435

These are the Mulliken partial charges, in e, on atoms 1 to 2: 0.218 -0.241

Entry 2
Formula: C46H122N6O18
Source: the OMol25 dataset
Level of theory: ωB97M-V/def2-TZVPD

The HOMO energy comes out at -8.40 eV. As for the SMILES: COCCNCCOC.COCCNCCOC.COCCNCCOC.COCCNCCOC.COCCNCCOC.COCCNCCOC.CCO.CCO.CCO.CCO.CO.CO. The value obtained for the molar mass is 1047.51 g mol⁻¹.

Element x y z (Å)
1 C -0.564 1.823 -3.821
2 O 0.714 1.475 -3.347
3 C 1.704 2.459 -3.712
4 C 2.414 2.115 -5.039
5 N 3.574 2.978 -5.237
6 C 4.509 2.616 -6.346
7 C 4.094 3.005 -7.771
8 O 2.913 2.304 -8.230
9 C 2.657 2.393 -9.597
10 H -0.517 2.101 -4.889
11 H -1.031 2.620 -3.249
12 H -1.169 0.899 -3.792
13 H 2.462 2.415 -2.829
14 H 1.312 3.507 -3.646
15 H 1.794 2.222 -5.977
16 H 2.742 1.031 -5.031
17 H 4.216 3.019 -4.451
18 H 4.697 1.529 -6.368
19 H 5.481 3.103 -6.118
20 H 4.901 2.721 -8.476
21 H 3.907 4.114 -7.733
22 H 1.721 1.984 -9.797
23 H 3.410 1.839 -10.180
24 H 2.797 3.390 -9.951
25 C 3.976 1.785 3.370
26 O 3.164 1.831 4.504
27 C 2.821 0.615 5.142
28 C 2.259 0.920 6.469
29 N 3.172 1.578 7.366
30 C 4.162 0.779 8.070
31 C 3.505 0.055 9.241
32 O 3.136 0.920 10.261
33 C 2.365 0.171 11.188
34 H 5.007 1.482 3.568
35 H 4.052 2.790 3.008
36 H 3.594 1.205 2.560
37 H 3.755 -0.049 5.134
38 H 2.094 0.126 4.524
39 H 1.902 0.000 6.924
40 H 1.337 1.533 6.416
41 H 3.694 2.257 6.794
42 H 4.965 1.431 8.435
43 H 4.602 -0.050 7.488
44 H 4.213 -0.783 9.658
45 H 2.629 -0.517 8.887
46 H 2.898 -0.665 11.593
47 H 1.450 -0.238 10.675
48 H 2.074 0.805 12.063
49 C -0.003 1.985 9.140
50 O -0.877 0.897 8.834
51 C -1.799 1.329 7.875
52 C -2.202 0.106 7.038
53 N -1.116 -0.384 6.235
54 C -1.451 -1.619 5.578
55 C -0.346 -2.131 4.626
56 O 0.770 -2.452 5.472
57 C 1.891 -2.867 4.608
58 H 0.462 2.380 8.250
59 H 0.769 1.645 9.828
60 H -0.620 2.726 9.566
61 H -1.386 2.126 7.248
62 H -2.675 1.776 8.358
63 H -3.018 0.461 6.385
64 H -2.672 -0.572 7.787
65 H -0.273 -0.512 6.765
66 H -2.281 -1.399 4.860
67 H -1.797 -2.416 6.289
68 H -0.030 -1.420 3.836
69 H -0.755 -3.014 4.151
70 H 2.045 -2.227 3.728
71 H 1.759 -3.936 4.256
72 H 2.791 -2.816 5.204
73 C -1.024 -3.208 -2.425
74 O -2.233 -2.577 -2.885
75 C -3.301 -3.482 -3.029
76 C -4.373 -2.757 -3.864
77 N -3.956 -2.130 -5.102
78 C -3.489 -2.982 -6.148
79 C -3.221 -2.074 -7.334
80 O -2.094 -1.280 -6.912
81 C -1.798 -0.250 -7.862
82 H -0.773 -4.030 -3.139
83 H -1.187 -3.676 -1.470
84 H -0.282 -2.418 -2.321
85 H -3.718 -3.841 -2.098
86 H -3.044 -4.433 -3.590
87 H -4.794 -1.928 -3.276
88 H -5.175 -3.488 -4.005
89 H -3.144 -1.518 -4.856
90 H -4.224 -3.725 -6.385
91 H -2.573 -3.529 -5.918
92 H -4.060 -1.436 -7.592
93 H -2.844 -2.620 -8.206
94 H -0.867 0.194 -7.580
95 H -2.659 0.426 -8.097
96 H -1.518 -0.833 -8.755
97 C 3.832 -6.276 1.345
98 O 2.545 -5.695 1.516
99 C 2.295 -4.618 0.647
100 C 0.806 -4.362 0.420
101 N 0.005 -5.411 -0.141
102 C 0.622 -6.052 -1.274
103 C -0.252 -7.128 -1.902
104 O -0.272 -8.212 -0.956
105 C -0.471 -9.440 -1.616
106 H 3.716 -7.257 1.839
107 H 4.697 -5.709 1.729
108 H 3.978 -6.525 0.326
109 H 2.749 -4.857 -0.319
110 H 2.751 -3.717 1.049
111 H 0.787 -3.474 -0.267
112 H 0.387 -4.005 1.350
113 H -0.234 -6.135 0.543
114 H 1.626 -6.523 -1.010
115 H 0.812 -5.250 -2.033
116 H 0.005 -7.512 -2.858
117 H -1.295 -6.778 -1.966
118 H 0.436 -9.719 -2.167
119 H -1.298 -9.450 -2.389
120 H -0.730 -10.162 -0.808
121 C -4.866 7.820 -2.549
122 O -3.511 7.312 -2.430
123 C -3.074 7.122 -1.117
124 C -2.000 6.089 -1.050
125 N -2.233 4.750 -1.741
126 C -3.480 4.198 -1.285
127 C -3.758 2.864 -1.910
128 O -3.620 2.963 -3.361
129 C -4.116 1.821 -4.022
130 H -4.783 8.868 -2.183
131 H -5.605 7.316 -1.910
132 H -5.071 7.778 -3.590
133 H -3.942 6.801 -0.533
134 H -2.691 8.040 -0.674
135 H -1.732 5.897 -0.025
136 H -1.136 6.489 -1.530
137 H -2.290 4.892 -2.736
138 H -4.307 4.921 -1.409
139 H -3.470 4.038 -0.214
140 H -4.695 2.453 -1.564
141 H -3.061 2.101 -1.543
142 H -5.222 1.833 -4.064
143 H -3.607 0.974 -3.555
144 H -3.805 1.841 -5.070
145 C 0.747 4.556 1.044
146 C 0.646 3.235 0.267
147 O -0.658 2.994 -0.226
148 H 1.661 4.629 1.650
149 H -0.138 4.663 1.701
150 H 0.764 5.443 0.450
151 H 0.923 2.430 0.961
152 H 1.431 3.259 -0.490
153 H -0.993 3.817 -0.664
154 C 4.586 0.098 -1.131
155 C 4.805 -0.637 0.197
156 O 3.725 -0.623 1.056
157 H 3.578 -0.172 -1.521
158 H 5.233 -0.121 -1.996
159 H 4.673 1.150 -0.847
160 H 5.636 -0.201 0.736
161 H 5.125 -1.670 -0.003
162 H 3.050 -1.163 0.607
163 C -3.363 1.561 3.590
164 C -3.349 1.834 2.089
165 O -2.888 3.169 1.770
166 H -3.879 2.265 4.196
167 H -2.444 1.352 4.028
168 H -3.952 0.599 3.634
169 H -4.393 1.776 1.721
170 H -2.777 1.102 1.552
171 H -2.095 3.135 1.176
172 C 0.192 -0.107 1.094
173 C 0.672 -0.284 -0.294
174 O 1.413 -1.497 -0.487
175 H -0.636 0.666 1.128
176 H 1.008 0.135 1.801
177 H -0.264 -1.057 1.467
178 H 1.313 0.568 -0.563
179 H -0.174 -0.279 -0.982
180 H 1.628 -1.502 -1.425
181 C -4.202 -1.429 -0.314
182 O -3.790 -0.566 -1.290
183 H -4.896 -2.205 -0.624
184 H -3.393 -1.957 0.223
185 H -4.722 -0.761 0.390
186 H -3.193 -0.952 -1.932
187 C 0.748 -1.569 -4.445
188 O 1.536 -1.160 -3.383
189 H 0.824 -0.803 -5.276
190 H 1.126 -2.515 -4.769
191 H -0.307 -1.630 -4.153
192 H 1.644 -0.208 -3.525

These are the Mulliken partial charges, in e, on atoms 1 to 2: -0.271 0.723

Stability summary: most stable entry 2, least stable entry 1.

Entry 1
Formula: C7H8OSi
Source: the OMol25 dataset
Level of theory: ωB97M-V/def2-TZVPD

The HOMO energy comes out at -8.48 eV. As for the SMILES: C1=C/C=C\C=C/[SiH2]OC=1. The value obtained for the molar mass is 136.23 g mol⁻¹.

Element x y z (Å)
1 C 1.250 1.289 -0.367
2 C 0.179 1.509 -1.057
3 C -0.842 0.634 -1.644
4 C -0.881 -0.677 -1.318
5 C 0.039 -1.501 -0.515
6 C 0.473 -1.249 0.732
7 Si -0.151 0.079 1.911
8 O 1.005 1.282 1.853
9 C 1.866 1.362 0.748
10 H 0.047 2.682 -1.214
11 H -1.600 1.200 -2.185
12 H -1.546 -1.361 -1.796
13 H 0.189 -2.393 -1.044
14 H 1.089 -2.046 1.083
15 H 0.197 -0.662 3.178
16 H -1.705 0.446 1.734
17 H 2.869 1.336 1.181

These are the Mulliken partial charges, in e, on atoms 1 to 2: -0.263 0.301

Entry 2
Formula: C7H8OSi
Source: the OMol25 dataset
Level of theory: ωB97M-V/def2-TZVPD

The HOMO energy comes out at -9.07 eV. As for the SMILES: O=C[SiH2]c1ccccc1. The value obtained for the molar mass is 136.23 g mol⁻¹.

Element x y z (Å)
1 O -1.596 -2.786 -2.046
2 C -1.501 -1.590 -2.028
3 Si -2.080 -0.687 -0.416
4 C -0.355 0.007 0.255
5 C 0.006 1.344 -0.143
6 C 1.174 1.863 0.316
7 C 2.169 1.074 0.955
8 C 1.812 -0.150 1.431
9 C 0.562 -0.659 1.028
10 H -0.996 -1.180 -2.938
11 H -2.811 0.559 -0.404
12 H -2.900 -1.728 0.090
13 H -0.595 1.964 -0.638
14 H 1.295 2.894 -0.044
15 H 3.196 1.406 1.324
16 H 2.425 -0.724 1.997
17 H 0.194 -1.607 1.263

These are the Mulliken partial charges, in e, on atoms 1 to 2: -0.418 -0.091

Stability summary: most stable entry 2, least stable entry 1.